i:
Below is one molecule with the formula C3H5NOS2, with properties calculated with the ωB97M-V functional and the def2-TZVPD basis.

The calculation puts the HOMO energy at -0.3316 hartree. Its SMILES is CSC(=S)NC=O.

Cartesian coordinates (Å):
C: 2.333 -0.652 0.035
S: 0.563 -0.986 -0.089
C: -0.108 0.616 -0.124
S: 0.823 1.954 0.029
N: -1.473 0.711 -0.150
C: -2.515 -0.220 0.095
O: -3.680 0.056 0.004
H: 2.709 -0.188 -0.882
H: 2.506 -0.056 0.940
H: 2.804 -1.654 0.147
H: -1.788 1.642 -0.414
H: -2.173 -1.223 0.410

***

ii:
Below is C3H5NOS2 as an isolated structure, with properties calculated with the ωB97M-V functional and the def2-TZVPD basis.

The calculation puts the HOMO energy at -0.3190 hartree.

Cartesian coordinates (Å):
C: -2.888 1.472 0.244
C: -0.093 -1.214 0.331
C: 1.694 0.293 -0.081
H: -1.810 2.274 -0.285
H: -2.736 1.571 1.447
H: -4.121 1.605 -0.263
H: -0.176 -2.444 0.935
H: 1.037 1.042 -0.164
N: -0.822 -0.215 -0.270
O: 1.304 -0.926 -0.026
S: -2.600 -0.411 -0.159
S: 3.277 0.509 0.001

***

Verdict on stability: i comes out on top.

***

i:
Below is one molecule with the formula C3H5NOS2, with properties calculated with the ωB97M-V functional and the def2-TZVPD basis.

The calculation puts the HOMO energy at -0.3214 hartree. Its SMILES is S=C(NS)[C@H]1CO1.

Cartesian coordinates (Å):
S: -0.924 0.292 2.287
C: 0.071 0.224 0.984
N: 1.111 1.066 0.834
S: 2.252 1.075 -0.434
C: -0.097 -0.773 -0.137
C: -1.411 -1.045 -0.702
O: -0.488 -0.223 -1.388
H: 1.205 1.780 1.538
H: 1.508 1.683 -1.336
H: 0.665 -1.542 -0.179
H: -1.625 -2.012 -1.169
H: -2.268 -0.524 -0.297

***

ii:
Below is one molecule with the formula C3H5NOS2, with properties calculated with the ωB97M-V functional and the def2-TZVPD basis.

The calculation puts the HOMO energy at -0.3416 hartree.

Cartesian coordinates (Å):
C: -0.460 -0.715 -0.752
C: 0.747 -1.251 -0.680
C: -0.595 0.727 -0.330
N: -1.266 0.852 1.023
O: 2.330 -0.863 1.298
S: 1.078 1.435 -0.417
S: 2.173 -0.291 -0.111
H: -1.435 -1.167 -0.808
H: 1.038 -2.194 -1.248
H: -1.310 1.298 -0.857
H: -0.703 0.448 1.724
H: -1.598 1.721 1.157

***

Verdict on stability: i comes out on top.

***

i:
Below is a 2-piece molecular cluster, C10H17N3S overall, with properties calculated with the ωB97M-V functional and the def2-TZVPD basis.

The calculation puts the HOMO energy at -0.5675 hartree. As for the charge: +2.

Cartesian coordinates (Å):
C: 0.212 -3.624 1.176
C: 0.100 -3.387 -0.084
C: 0.593 0.703 -2.397
C: -0.715 0.730 -2.291
C: -0.892 4.545 0.356
C: 0.190 -2.666 2.300
C: 1.393 0.783 -1.144
C: 0.002 -1.986 -0.626
C: -0.283 -1.289 1.687
C: 0.394 0.447 -0.002
N: -1.786 4.365 -0.519
N: -0.105 4.735 1.172
N: 0.453 -1.024 0.418
S: -1.305 0.807 -0.682
H: 0.352 -4.726 1.450
H: 0.191 -4.154 -0.751
H: 1.217 0.529 -3.280
H: -1.399 0.688 -3.088
H: -0.490 -2.875 3.225
H: 1.125 -2.558 2.790
H: 2.278 0.070 -1.181
H: 1.946 1.849 -1.011
H: 0.427 -2.031 -1.635
H: -0.945 -1.645 -0.821
H: -1.330 -1.341 1.387
H: -0.020 -0.428 2.424
H: -2.163 5.284 -0.982
H: -1.801 3.386 -0.967
H: 0.299 1.068 0.941
H: 0.676 5.159 1.521
H: 1.387 -1.413 0.615

***

ii:
Below is a 2-piece molecular cluster, C10H17N3S overall, with properties calculated with the ωB97M-V functional and the def2-TZVPD basis.

The calculation puts the HOMO energy at -0.5917 hartree. As for the charge: +2.

Cartesian coordinates (Å):
C: -0.154 0.920 3.443
C: -1.259 0.668 2.763
C: -1.632 -1.490 -1.792
C: -1.747 -0.264 -2.267
C: 0.966 0.763 -3.664
C: 1.200 0.986 2.806
C: -0.489 -1.747 -0.861
C: -1.255 0.388 1.285
C: 1.083 1.047 1.286
C: 0.230 -0.414 -0.583
N: 0.726 1.934 -4.114
N: 1.615 -0.225 -3.689
N: 0.116 -0.005 0.848
S: -0.494 0.853 -1.707
H: -0.193 1.090 4.507
H: -2.227 0.649 3.234
H: -2.313 -2.286 -2.038
H: -2.493 0.127 -2.933
H: 1.727 1.867 3.169
H: 1.794 0.121 3.116
H: -0.858 -2.205 0.060
H: 0.195 -2.474 -1.307
H: -1.958 -0.416 1.058
H: -1.566 1.279 0.729
H: 0.704 2.020 0.968
H: 2.053 0.870 0.818
H: 0.189 2.635 -3.620
H: 1.132 2.208 -5.007
H: 1.299 -0.471 -0.812
H: 1.659 -1.219 -3.698
H: 0.356 -0.831 1.413

***

Verdict on stability: ii comes out on top.

***

i:
Below is one molecule with the formula C6H10OS, with properties calculated with the ωB97M-V functional and the def2-TZVPD basis.

The calculation puts the HOMO energy at -0.3140 hartree. Its SMILES is C[C@H]1[C@@H]2O[C@@H](C)S[C@@H]12.

Cartesian coordinates (Å):
C: -1.061 2.532 0.743
C: -0.962 1.545 -0.404
C: 0.156 0.487 -0.386
O: 0.936 -0.443 -1.084
C: 0.609 -1.715 -0.578
C: 1.763 -2.204 0.304
S: -0.954 -1.604 0.465
C: -1.244 -0.035 -0.330
H: -0.567 2.195 1.691
H: -0.641 3.506 0.584
H: -2.104 2.737 0.927
H: -1.525 1.897 -1.324
H: 0.608 0.597 0.586
H: 0.438 -2.348 -1.443
H: 1.640 -3.280 0.611
H: 2.708 -2.152 -0.237
H: 1.843 -1.536 1.209
H: -1.645 -0.180 -1.334

***

ii:
Below is one molecule with the formula C6H10OS, with properties calculated with the ωB97M-V functional and the def2-TZVPD basis.

The calculation puts the HOMO energy at -0.2864 hartree. Its SMILES is CC1=C(CS)CCO1.

Cartesian coordinates (Å):
C: -0.466 -0.815 2.041
C: -0.303 -0.709 0.551
C: -0.227 0.348 -0.314
C: -0.504 1.740 0.029
S: 0.755 2.504 1.212
C: 0.107 -0.114 -1.676
C: 0.512 -1.565 -1.359
O: 0.145 -1.848 -0.028
H: -0.859 -1.809 2.283
H: -1.240 -0.054 2.377
H: 0.511 -0.667 2.579
H: -1.422 1.924 0.526
H: -0.480 2.362 -0.870
H: 1.808 2.131 0.461
H: 0.912 0.563 -2.013
H: -0.800 -0.043 -2.281
H: 1.571 -1.685 -1.519
H: -0.019 -2.262 -1.999

***

Verdict on stability: ii comes out on top.

***

i:
Below is C7H20N3 as an isolated structure, with properties calculated with the ωB97M-V functional and the def2-TZVPD basis.

The calculation puts the HOMO energy at -0.4652 hartree. As for the charge: +1.

Cartesian coordinates (Å):
C: 1.274 1.400 2.565
C: -1.754 0.600 1.698
C: -1.468 -1.681 -0.300
C: 0.690 -1.991 1.006
C: 0.655 1.191 1.162
C: -0.221 0.649 -2.238
C: -0.549 0.253 1.113
N: 0.125 1.271 -3.399
N: -0.325 -0.966 0.379
N: 0.752 -0.437 -1.765
H: 1.747 2.354 2.573
H: 0.568 1.386 3.514
H: 1.998 0.660 2.731
H: -1.868 1.462 2.341
H: -1.129 0.127 -2.507
H: -2.625 0.036 1.511
H: -1.796 -1.031 -1.166
H: -1.048 -2.667 -0.721
H: -2.290 -1.740 0.309
H: 1.408 -1.457 1.586
H: 0.233 -2.622 1.886
H: 1.146 -2.617 0.247
H: 0.195 2.174 0.811
H: 1.464 0.889 0.506
H: -0.208 1.329 -1.415
H: -0.697 1.734 -3.891
H: 0.919 1.967 -3.480
H: 1.759 -0.270 -1.990
H: 0.368 -0.688 -0.632
H: 0.680 -1.316 -2.434

***

ii:
Below is a 2-piece molecular cluster, C7H20N3 overall, with properties calculated with the ωB97M-V functional and the def2-TZVPD basis.

The calculation puts the HOMO energy at -0.5256 hartree. As for the charge: +1.

Cartesian coordinates (Å):
C: 0.603 -1.390 -0.419
C: 2.891 -0.391 -0.280
C: 0.968 0.721 0.870
C: 1.862 -1.447 1.741
C: 1.581 -0.627 0.478
H: 0.390 -0.811 -1.334
H: -0.347 -1.568 0.113
H: 1.030 -2.364 -0.711
H: 2.705 0.200 -1.193
H: 3.607 0.159 0.355
H: 3.345 -1.353 -0.569
H: 0.023 0.567 1.418
H: 1.662 1.283 1.518
H: 0.760 1.324 -0.029
H: 0.927 -1.625 2.298
H: 2.304 -2.421 1.474
H: 2.566 -0.909 2.398
C: -1.962 1.389 -0.274
N: -3.172 1.766 -0.693
N: -1.473 0.210 -0.640
N: -1.249 2.203 0.513
C: -2.182 -0.737 -1.495
H: -3.719 1.146 -1.295
H: -3.552 2.673 -0.413
H: -0.543 -0.047 -0.301
H: -0.321 1.918 0.837
H: -1.631 3.110 0.792
H: -1.543 -1.625 -1.633
H: -2.397 -0.301 -2.485
H: -3.134 -1.056 -1.037

***

Verdict on stability: ii comes out on top.

***

i:
Below is a 2-piece molecular cluster, C7H12N overall, with properties calculated with the ωB97M-V functional and the def2-TZVPD basis.

The calculation puts the HOMO energy at -0.5297 hartree. As for the charge: +1.

Cartesian coordinates (Å):
C: 0.218 -1.950 -1.261
C: -0.585 3.660 0.970
C: -0.065 2.526 0.467
C: 0.881 0.238 0.725
C: -0.917 0.925 2.103
C: 0.331 -3.871 -2.917
C: -0.017 1.251 1.090
N: 0.286 -2.789 -2.070
H: -0.478 4.572 0.381
H: -1.218 3.672 1.865
H: 0.638 2.571 -0.465
H: 0.597 -0.448 -0.237
H: 1.927 0.471 0.422
H: 0.868 -0.698 1.439
H: -0.409 0.616 2.996
H: -1.565 -0.093 1.817
H: -1.687 1.714 2.288
H: 0.816 -3.402 -3.895
H: 0.995 -4.565 -2.580
H: -0.615 -4.400 -3.140

***

ii:
Below is C7H12N as an isolated structure, with properties calculated with the ωB97M-V functional and the def2-TZVPD basis.

The calculation puts the HOMO energy (alpha / beta) at -0.4908 / -0.4677 hartree. As for the charge: +1.

Cartesian coordinates (Å):
C: -2.395 0.003 -0.669
C: -1.625 0.694 0.240
C: 0.353 -0.786 -0.311
C: -0.504 -0.058 0.690
C: 1.339 0.318 0.014
C: 0.671 -2.213 -0.025
C: 1.370 1.573 -0.599
N: 0.631 0.489 1.453
H: -3.381 0.389 -1.020
H: -2.114 -1.039 -1.010
H: -1.927 1.616 0.637
H: -0.173 -0.458 -1.266
H: -0.174 -2.753 -0.534
H: 0.560 -2.241 1.072
H: 1.699 -2.533 -0.272
H: 0.974 2.395 -0.035
H: 0.774 1.584 -1.541
H: 2.393 1.857 -0.908
H: 0.448 1.278 1.980
H: 1.080 -0.114 2.106

***

Verdict on stability: i comes out on top.